The following is a quantum chemistry calculation of a structure of composition C43H35F5GePdS5Sb, from the OMol25 dataset.

Positions of all 91 atoms, in Å:
Pd1 0.218 0.019 1.350
Ge1 0.336 2.440 1.324
C1 1.757 3.365 0.320
C2 1.451 4.639 -0.138
C3 2.435 5.423 -0.712
C4 3.720 4.926 -0.857
C5 4.026 3.655 -0.404
C6 3.048 2.877 0.189
C7 0.730 2.340 3.280
C8 -0.197 2.747 4.232
C9 0.144 2.749 5.574
C10 1.403 2.335 5.971
C11 2.332 1.924 5.029
C12 1.992 1.914 3.688
H1 -0.881 3.351 1.209
H2 0.443 5.015 -0.024
H3 2.203 6.423 -1.044
H4 4.481 5.528 -1.331
H5 5.032 3.276 -0.510
H6 3.279 1.885 0.548
H7 -1.170 3.095 3.915
H8 -0.570 3.082 6.308
H9 1.665 2.350 7.016
H10 3.324 1.630 5.338
H11 2.720 1.613 2.940
F1 -2.597 1.331 1.911
C13 -2.452 1.167 0.572
C14 -1.191 0.798 0.132
C15 -1.017 0.563 -1.222
F2 0.225 0.172 -1.581
C16 -2.059 0.697 -2.130
F3 -1.896 0.435 -3.424
C17 -3.307 1.109 -1.659
F4 -4.320 1.264 -2.505
C18 -3.511 1.348 -0.298
F5 -4.704 1.735 0.148
C19 -1.762 -0.233 5.325
C20 -2.703 -1.392 5.205
C21 -3.485 -1.796 6.278
C22 -4.343 -2.875 6.170
C23 -4.417 -3.587 4.987
C24 -3.640 -3.205 3.908
C25 -2.802 -2.115 4.024
Sb1 -1.527 -1.617 2.369
C26 -2.295 -2.738 0.659
C27 -3.670 -2.905 0.540
C28 -4.196 -3.568 -0.556
C29 -3.355 -4.009 -1.563
C30 -1.995 -3.776 -1.480
C31 -1.446 -3.135 -0.376
C32 0.026 -2.919 -0.278
C33 0.339 -2.369 3.218
C34 1.342 -1.403 3.264
C35 2.570 -1.674 3.842
C36 2.794 -2.927 4.385
C37 1.786 -3.877 4.372
C38 0.548 -3.621 3.790
C39 -0.539 -4.642 3.853
H12 -1.899 0.273 6.275
H13 -1.929 0.489 4.520
H14 -0.725 -0.580 5.275
H15 -3.419 -1.254 7.208
H16 -4.950 -3.167 7.012
H17 -5.070 -4.438 4.897
H18 -3.687 -3.770 2.991
H19 -4.332 -2.525 1.306
H20 -5.260 -3.738 -0.616
H21 -3.759 -4.533 -2.415
H22 -1.340 -4.094 -2.278
H23 0.541 -3.299 -1.155
H24 0.408 -3.441 0.602
H25 0.271 -1.844 -0.185
H26 1.155 -0.365 2.906
H27 3.334 -0.912 3.871
H28 3.750 -3.165 4.830
H29 1.961 -4.836 4.833
H30 -0.126 -5.643 3.928
H31 -1.194 -4.584 2.981
H32 -1.139 -4.454 4.744
C40 5.937 0.371 0.190
S1 5.674 -0.327 1.850
C41 4.759 -1.779 1.525
C42 3.546 -1.875 0.883
S2 2.643 -0.596 0.254
S3 2.920 -3.525 0.779
C43 4.116 -4.297 1.769
S4 4.033 -5.872 2.198
S5 5.396 -3.218 2.271
H33 6.427 1.323 0.362
H34 4.991 0.501 -0.322
H35 6.594 -0.288 -0.369

Properties
charge = +1
lowest unoccupied orbital energy (spin up / spin down) = -5.99 / -5.98 eV
ΔE to the lowest compared entry with this formula, charge and spin = 152.0 kJ/mol


The following is a quantum chemistry calculation of a structure of composition C15H31ClO4P2Pb, from the OMol25 dataset.

Positions of all 54 atoms, in Å:
P1 0.427 -1.883 -1.790
P2 0.329 2.264 -1.170
C1 0.033 -0.287 -2.431
C2 0.961 0.872 -2.159
H1 -1.306 -0.131 -1.783
H2 -0.348 -0.289 -3.452
H3 1.900 0.549 -1.667
H4 1.286 1.330 -3.104
C3 -0.147 3.620 -2.306
H5 -0.583 4.452 -1.722
H6 -0.909 3.324 -3.049
H7 0.758 4.018 -2.819
C4 1.742 2.839 -0.158
H8 2.205 3.683 -0.696
H9 2.526 2.063 -0.013
H10 1.427 3.215 0.833
C5 -0.723 -2.999 -2.652
H11 -1.097 -3.744 -1.934
H12 -0.198 -3.519 -3.466
H13 -1.572 -2.440 -3.081
C6 2.098 -2.489 -1.942
H14 2.825 -1.664 -2.028
H15 2.169 -3.121 -2.842
H16 2.351 -3.141 -1.091
Pb1 2.828 0.456 2.815
C7 -1.299 1.555 -0.534
C8 -2.112 0.602 -1.372
C9 -3.207 -0.015 -0.521
C10 -2.854 -1.251 0.418
C11 -1.775 -2.191 0.127
C12 -0.388 -1.833 -0.123
C13 0.111 -0.453 0.520
C14 -0.810 0.774 0.730
C15 1.714 -1.399 3.439
H17 -1.937 2.392 -0.210
H18 -2.504 1.115 -2.269
H19 -4.064 -0.289 -1.159
H20 -3.612 0.764 0.143
H21 -2.761 -0.924 1.474
H22 -3.762 -1.892 0.419
H23 -1.872 -3.214 0.536
H24 0.277 -2.612 0.312
H25 1.054 -0.135 0.020
H26 0.416 -0.749 1.537
H27 -1.626 0.529 1.428
H28 -0.228 1.467 1.350
H29 1.929 -1.605 4.494
H30 1.962 -2.251 2.787
H31 0.645 -1.170 3.387
O1 1.614 2.117 6.470
Cl1 1.503 1.171 5.404
O2 2.868 0.523 5.135
O3 0.523 0.159 5.684
O4 1.213 1.836 4.079

Properties
charge = 0
lowest unoccupied orbital energy (spin up / spin down) = -0.04 / -1.20 eV
ΔE to the lowest compared entry with this formula, charge and spin = 623.0 kJ/mol


The following is a quantum chemistry calculation of a structure of composition C22H25As2N2OPdS, from the OMol25 dataset.

Positions of all 54 atoms, in Å:
Pd1 -0.376 0.355 0.183
O1 0.957 -0.347 1.572
N1 2.259 -0.195 1.266
C1 3.131 -0.551 2.237
C2 4.479 -0.455 2.033
C3 4.945 0.030 0.809
C4 4.040 0.397 -0.159
C5 2.667 0.267 0.068
S1 1.519 0.646 -1.187
H1 2.663 -0.905 3.143
H2 5.155 -0.750 2.821
H3 6.006 0.122 0.623
H4 4.363 0.784 -1.115
C6 -1.385 0.897 -3.193
As1 -1.908 1.249 -1.373
C7 -3.701 0.571 -1.188
C8 -1.977 3.158 -1.142
C9 -2.635 3.985 -2.042
C10 -2.661 5.355 -1.819
C11 -2.036 5.895 -0.702
C12 -1.379 5.070 0.201
C13 -1.351 3.700 -0.023
As2 -0.477 2.487 1.190
C14 1.274 3.178 1.588
C15 -1.452 2.464 2.852
H5 -2.167 1.247 -3.866
H6 -1.247 -0.175 -3.318
H7 -0.455 1.420 -3.406
H8 -4.367 1.158 -1.818
H9 -4.015 0.647 -0.149
H10 -3.712 -0.470 -1.503
H11 -3.124 3.577 -2.919
H12 -3.169 6.004 -2.520
H13 -2.058 6.964 -0.535
H14 -0.894 5.505 1.067
H15 1.174 4.130 2.107
H16 1.824 3.317 0.660
H17 1.786 2.468 2.235
H18 -1.542 3.487 3.219
H19 -0.904 1.857 3.570
H20 -2.441 2.045 2.688
N2 -1.411 -1.628 0.182
C16 -1.864 -2.683 0.121
C17 -2.432 -3.988 0.054
C18 -1.827 -5.034 0.757
C19 -2.380 -6.298 0.688
C20 -3.523 -6.518 -0.071
C21 -4.122 -5.476 -0.769
C22 -3.582 -4.206 -0.711
H21 -0.938 -4.848 1.345
H22 -1.922 -7.116 1.227
H23 -3.952 -7.510 -0.118
H24 -5.011 -5.657 -1.357
H25 -4.041 -3.387 -1.249

Properties
charge = +2
lowest unoccupied orbital energy (spin up / spin down) = -6.68 / -7.93 eV
2S+1 = 2
ΔE to the lowest compared entry with this formula, charge and spin = 16.4 kJ/mol


The following is a quantum chemistry calculation of a cluster of 6 separate species, C30H35N7O3 in total, from the OMol25 dataset.

Positions of all 75 atoms, in Å:
N1 -3.656 -2.686 1.347
C1 -3.151 -1.437 0.755
C2 -4.121 -0.346 0.241
C3 -5.714 -0.405 0.266
C4 -6.351 -1.127 1.544
O1 -7.805 -0.957 1.438
C5 -3.460 0.929 -0.393
C6 -1.929 1.095 -0.523
C7 -0.959 0.010 -0.023
C8 -1.630 -1.239 0.623
C9 -0.403 -2.138 1.051
O2 -0.362 -3.224 1.691
N2 0.814 -1.432 0.584
C10 0.623 -0.107 -0.055
O3 1.496 0.666 -0.524
H1 -4.087 -2.414 2.255
H2 -2.803 -3.211 1.630
H3 -6.054 -0.824 -0.741
H4 -6.079 0.693 0.302
H5 -5.941 -0.772 2.547
H6 -6.171 -2.268 1.472
H7 -7.976 -0.826 0.473
H8 -4.146 1.763 -0.772
H9 -1.483 2.030 -1.022
H10 1.618 -1.458 1.224
N3 -9.553 -3.576 -1.719
C11 -8.553 -3.952 -0.862
C12 -9.112 -4.160 0.375
C13 -10.501 -3.906 0.259
C14 -10.745 -3.550 -1.045
H11 -9.431 -3.354 -2.694
H12 -7.533 -4.038 -1.205
H13 -8.580 -4.463 1.265
H14 -11.241 -3.976 1.043
H15 -11.660 -3.280 -1.549
N4 3.832 1.923 1.404
C15 4.578 1.850 2.550
C16 5.327 2.997 2.642
C17 5.018 3.794 1.512
C18 4.090 3.106 0.768
H16 3.191 1.214 1.079
H17 4.511 0.990 3.199
H18 6.020 3.237 3.435
H19 5.428 4.763 1.270
H20 3.594 3.356 -0.158
N5 7.416 -1.960 1.957
C19 6.272 -1.209 1.958
C20 5.202 -2.068 2.021
C21 5.720 -3.386 2.065
C22 7.089 -3.289 2.028
H21 8.353 -1.593 1.912
H22 6.318 -0.131 1.912
H23 4.161 -1.779 2.034
H24 5.154 -4.304 2.120
H25 7.857 -4.047 2.043
N6 6.406 7.376 0.104
C23 5.924 8.435 -0.618
C24 6.443 8.355 -1.886
C25 7.266 7.202 -1.934
C26 7.222 6.617 -0.693
H26 6.194 7.185 1.070
H27 5.255 9.153 -0.167
H28 6.252 9.049 -2.692
H29 7.827 6.841 -2.783
H30 7.699 5.728 -0.308
N7 0.390 -1.326 -4.450
C27 0.341 -1.181 -3.089
C28 -0.050 -2.383 -2.550
C29 -0.237 -3.287 -3.625
C30 0.044 -2.608 -4.785
H31 0.643 -0.603 -5.103
H32 0.587 -0.239 -2.625
H33 -0.184 -2.590 -1.500
H34 -0.544 -4.321 -3.558
H35 0.027 -2.925 -5.816

Properties
charge = 0
lowest unoccupied orbital energy = -1.40 eV
structure (SMILES) = Nc1c(CCO)ccc2c1C(=O)NC2=O.c1cc[nH]c1.c1cc[nH]c1.c1cc[nH]c1.c1cc[nH]c1.c1cc[nH]c1


The following is a quantum chemistry calculation of the molecule C3H2N2O3, from the OMol25 dataset.

Positions of all 10 atoms, in Å:
C1 -1.233 -0.038 -0.141
C2 1.191 -0.136 -0.143
C3 0.089 0.717 0.000
H1 -1.441 -2.352 0.377
H2 1.209 -2.004 0.530
N1 -0.785 -1.305 0.270
N2 0.635 -1.309 -0.089
O1 -2.355 0.331 -0.204
O2 2.387 0.145 -0.120
O3 0.094 1.948 0.265

Properties
charge = 0
lowest unoccupied orbital energy = -1.77 eV
ΔE to the lowest compared entry with this formula, charge and spin = 431.6 kJ/mol
structure (SMILES) = O=C1NNC(=O)C1=O


The following is a quantum chemistry calculation of the molecule C3H7NOS, from the OMol25 dataset.

Positions of all 13 atoms, in Å:
C1 0.489 0.319 1.610
C2 -0.272 0.122 0.519
C3 0.420 -0.809 -0.316
H1 -0.055 0.798 2.608
H2 1.166 1.342 1.225
H3 0.964 -0.880 1.666
H4 -1.343 -0.258 0.714
H5 0.122 1.833 -0.786
H6 1.595 -1.121 -0.053
H7 -1.434 -1.383 -3.096
N1 0.094 -1.060 -1.535
O1 -0.514 1.401 -0.265
S1 -1.232 -0.304 -2.290

Properties
charge = 0
lowest unoccupied orbital energy = 0.57 eV
ΔE to the lowest compared entry with this formula, charge and spin = 509.6 kJ/mol
structure (SMILES) = C[C@@H](O)/C=N\S


Q: charge of number 5 (C3H2N2O3)?
A: 0


Q: The highest charge belongs to which entry?
A: C22H25As2N2OPdS


Q: Which of these has the highest charge?
A: C22H25As2N2OPdS